1.
The molecule C17H19N3O. Source: the OMol25 dataset; level of theory: wB97M-V/def2-TZVPD.

Geometry as XYZ:
```
40
Properties=species:S:1:pos:R:3:forces:R:3
O 5.104 -0.204 -0.006 -0.426 -0.164 0.002
N 0.215 -1.120 0.009 -0.369 0.099 0.002
N 1.641 3.409 -0.011 -0.018 0.225 0.000
N -0.812 0.978 0.001 0.137 0.647 -0.001
C 1.633 2.258 -0.007 0.070 0.693 -0.003
C 0.303 0.205 0.002 0.686 0.095 0.000
C -2.608 -0.673 -0.013 -0.015 -0.113 -0.006
C 1.314 -1.856 0.011 0.397 0.174 0.002
C -4.881 0.063 -0.008 -0.016 -0.127 -0.003
C 6.379 0.382 -0.010 0.163 0.120 -0.001
C -3.963 -0.975 -0.016 -0.121 0.236 -0.019
C 4.070 0.746 -0.005 0.177 0.209 0.000
C -4.444 1.377 0.004 0.125 -0.044 0.006
C -3.097 1.696 0.008 -0.026 0.052 0.006
C -4.403 -2.408 -0.017 0.033 0.019 0.043
C -2.660 3.134 0.019 -0.008 -0.143 -0.003
C 2.593 -1.302 0.006 -0.005 0.088 0.000
C -2.166 0.644 -0.001 -0.493 -0.281 0.006
C 1.122 -3.339 0.017 0.012 -0.024 0.000
C 2.728 0.074 -0.001 -0.171 -0.026 0.000
C 1.569 0.858 -0.002 -0.084 -1.212 0.003
H 4.147 1.399 -0.894 -0.033 -0.073 0.143
H 1.555 -3.775 -0.882 0.032 -0.083 -0.044
H 6.530 1.002 -0.903 0.015 -0.032 0.037
H -5.172 2.176 0.010 -0.038 0.105 -0.001
H -3.530 3.786 0.026 0.006 0.057 0.000
H 1.624 -3.778 0.877 0.038 -0.085 0.039
H -2.068 3.376 -0.865 0.079 0.100 -0.035
H -3.871 -2.971 -0.782 -0.005 -0.094 -0.045
H -5.940 -0.149 -0.011 -0.112 -0.040 -0.007
H 6.533 1.007 0.880 0.015 -0.032 -0.037
H -2.065 3.361 0.905 0.079 0.097 0.036
H 3.471 -1.925 0.007 0.089 -0.090 0.001
H -4.187 -2.868 0.947 -0.022 -0.097 0.038
H 4.152 1.402 0.880 -0.034 -0.073 -0.143
H -0.629 1.972 0.000 -0.018 -0.159 -0.001
H -5.472 -2.487 -0.203 -0.064 -0.059 -0.013
H -1.877 -1.463 -0.019 -0.097 -0.015 -0.007
H 7.097 -0.435 -0.009 0.048 0.080 0.000
H 0.064 -3.576 0.056 -0.024 -0.029 0.002
```
Positions in Å, forces in eV/Å.

Results
Highest occupied orbital energy   -7.8172 eV
Total charge   0
Orbital gap   8.207 eV
E   -898.71745 hartree
Molar mass   281.36 g/mol
ΔE to the lowest compared entry with this formula, charge and spin   0.358 eV

2.
A structure of composition C17H19N3O4. Source: the OMol25 dataset; level of theory: wB97M-V/def2-TZVPD.

Geometry as XYZ:
```
43
Properties=species:S:1:pos:R:3:forces:R:3
O 1.956 0.298 -0.414 0.995 -0.434 -0.563
O -0.143 -3.657 0.821 -0.164 -1.167 -0.177
O -4.051 2.751 -1.741 1.292 -0.750 0.527
O 0.303 3.361 -0.581 -0.803 -0.480 0.016
N -1.838 3.316 -1.439 0.507 0.311 0.704
N 0.115 -0.993 1.064 0.137 -2.120 -0.742
N -0.707 0.763 2.080 0.248 0.913 2.741
C 1.867 -1.046 -0.676 0.891 0.276 0.208
C 0.954 -1.731 0.126 -1.043 0.510 0.554
C -0.480 0.252 0.883 -1.295 3.479 -4.721
C 3.127 1.054 -0.824 -0.385 -0.471 -0.012
C -0.580 -5.036 0.583 0.479 0.860 0.047
C -2.904 2.422 -1.410 -0.219 -0.852 -0.762
C -2.057 4.744 -1.703 0.134 0.086 0.273
C -0.372 -0.152 3.050 0.728 -0.218 -0.385
C 2.491 -3.141 -1.708 0.024 0.458 0.094
C 2.658 -1.757 -1.597 -0.380 0.326 0.123
C -1.269 2.057 2.363 -0.272 0.040 0.418
C -2.320 1.202 -0.843 -3.003 -1.299 -1.863
C 0.826 -3.128 0.033 -0.290 0.175 -0.647
C -1.145 1.358 -0.211 -2.002 -0.034 1.472
C -0.768 2.779 -0.732 2.537 0.750 1.078
C 0.120 -1.243 2.437 0.076 -0.069 0.510
C 1.597 -3.841 -0.901 -0.282 0.345 0.399
H -1.107 5.273 -1.826 -0.113 -0.372 0.046
H 3.353 -1.196 -2.230 -0.223 -0.404 0.237
H 0.255 -5.743 0.753 -0.464 0.333 -0.069
H -1.371 -5.179 1.327 0.253 -0.112 -0.297
H -0.460 0.099 4.073 -0.082 -0.048 0.736
H 3.068 -3.676 -2.453 -0.005 -0.011 0.091
H 3.158 1.200 -1.913 -0.089 -0.089 0.304
H -2.877 0.306 -0.804 -0.890 -0.558 0.374
H -2.343 2.004 2.494 -0.287 -0.059 0.054
H 0.535 -2.140 2.881 -0.252 0.159 -0.370
H 1.458 -4.913 -1.004 0.118 0.215 -0.042
H 2.994 2.014 -0.328 0.042 -0.027 -0.135
H -0.982 -5.147 -0.444 0.250 0.098 0.530
H 4.057 0.575 -0.482 -0.354 0.023 -0.078
H -1.049 2.781 1.598 0.218 0.083 0.055
H 0.009 0.653 -0.108 3.489 0.261 -1.144
H -0.811 2.381 3.280 0.081 0.351 0.424
H -2.604 5.207 -0.863 0.180 -0.208 -0.313
H -2.665 4.872 -2.608 0.218 -0.270 0.301
```
Positions in Å, forces in eV/Å.

Results
Highest occupied orbital energy   -5.3608 eV
Total charge   0
Orbital gap   5.558 eV
E   -1124.16021 hartree
Molar mass   329.36 g/mol
ΔE to the lowest compared entry with this formula, charge and spin   10.210 eV

3.
A structure of composition C17H19N3O7. Source: the OMol25 dataset; level of theory: wB97M-V/def2-TZVPD.

Geometry as XYZ:
```
46
Properties=species:S:1:pos:R:3:forces:R:3
O 1.112 -0.068 1.700 -0.151 -0.653 2.017
O 4.014 -3.319 0.041 3.867 -3.581 3.875
O -0.710 4.243 0.294 -1.763 -0.228 0.775
O -5.303 1.097 -2.114 5.654 3.722 4.870
O 3.297 -1.643 2.190 0.181 -1.768 -2.962
O -3.336 4.823 -0.339 0.462 -4.646 2.698
O -0.666 2.825 1.740 5.513 -7.222 12.520
N -4.355 3.044 -1.098 4.927 -1.463 5.032
N -1.248 3.271 0.949 -2.663 8.091 -14.756
N -3.248 0.817 -0.748 -4.590 2.176 -2.349
C -2.284 2.664 0.065 0.489 -2.543 3.624
C 2.736 -1.749 0.884 -2.560 4.678 5.709
C 3.042 -2.530 -0.088 1.487 -0.453 -1.004
C -2.235 1.217 -0.112 1.483 7.595 0.588
C 1.572 -0.925 0.721 8.525 2.118 13.215
C 1.899 0.433 2.839 -0.339 5.926 -4.592
C 0.780 -1.071 -0.149 -10.411 -2.236 -15.832
C -4.263 1.798 -1.234 -6.805 -10.151 -6.797
C -5.320 3.878 -1.494 -3.200 -16.258 -8.234
C 4.682 -1.839 2.088 1.275 10.838 2.646
C -3.348 3.504 -0.212 0.171 8.491 -3.927
C 2.440 -2.435 -1.262 -2.190 -1.944 -3.194
C -0.495 -0.347 -0.569 4.125 -1.101 3.041
C 4.522 -4.245 -0.816 -1.788 3.939 -5.825
C 1.238 -1.868 -1.284 -1.472 1.135 -0.855
C -1.012 0.600 0.146 -0.886 -0.256 6.260
C -3.472 -0.522 -1.004 6.231 -1.148 -5.118
H -6.275 3.499 -1.301 -1.530 -1.137 0.891
H 5.091 -1.036 3.184 -0.831 -2.993 -3.012
H 2.709 0.896 2.103 -0.352 -0.797 2.927
H 2.160 -0.172 3.644 0.405 -1.327 0.793
H 0.700 -1.969 -2.241 -0.257 0.330 0.827
H 4.788 -3.549 -1.768 -0.097 -2.107 1.416
H 3.939 -5.057 -1.193 -1.260 -0.358 0.134
H -5.368 4.696 -1.347 0.710 18.486 4.332
H 5.366 -4.634 -0.485 3.848 -1.411 2.005
H -4.394 -0.714 -1.088 -7.183 -1.455 -0.029
H -3.108 -0.866 -2.183 -0.657 1.094 3.156
H 2.697 -3.228 -1.951 0.020 0.559 -0.656
H 5.211 -1.122 1.263 -1.543 -1.950 1.479
H -0.836 0.770 1.362 0.484 -0.578 -3.808
H 5.082 -2.727 2.091 1.668 -4.900 0.297
H -2.921 -1.100 -0.335 0.603 -1.022 1.115
H 1.319 1.466 3.215 1.160 -3.059 -0.924
H -5.379 3.763 -2.600 0.209 0.249 0.265
H -0.826 -0.570 -1.501 -0.969 -0.683 -2.633
```
Positions in Å, forces in eV/Å.

Results
Highest occupied orbital energy   -8.6179 eV
Total charge   0
Orbital gap   7.641 eV
E   -1349.39311 hartree
Molar mass   377.35 g/mol
ΔE to the lowest compared entry with this formula, charge and spin   18.633 eV

4.
The ion C17H19N4O2 with charge +1. Source: the OMol25 dataset; level of theory: wB97M-V/def2-TZVPD.

Geometry as XYZ:
```
42
Properties=species:S:1:pos:R:3:forces:R:3
O 2.611 2.270 0.148 -2.059 14.136 2.439
O 0.506 -4.149 0.964 3.032 -1.014 -0.679
N 1.024 0.629 1.292 3.620 -2.253 4.506
N -0.526 -0.885 0.273 3.171 6.140 1.311
N -0.994 1.480 0.942 3.647 -3.424 -1.742
N -2.047 -2.066 -0.583 -3.108 -1.613 -4.825
C 3.347 3.557 -0.134 1.760 -4.340 -5.853
C -0.722 -3.601 0.627 0.403 -10.335 -5.082
C 3.415 -1.447 -0.819 -2.356 5.366 2.289
C -2.140 1.248 0.333 -3.804 13.115 3.900
C -4.772 1.292 -0.657 2.291 -1.805 -3.147
C 4.181 -0.431 -1.426 -2.112 -0.263 3.606
C 2.497 -1.217 0.166 -1.285 5.706 -0.041
C -4.172 2.556 -0.299 -2.463 -2.772 0.270
C -3.987 0.126 -0.885 -1.068 3.048 3.453
C -1.719 -0.800 -0.190 -3.780 -4.983 -1.266
C 2.882 1.112 -0.051 5.575 2.641 -4.002
C -0.230 0.417 0.651 -1.266 1.203 3.215
C -3.048 2.481 0.369 4.591 2.911 2.495
C 3.860 0.748 -0.833 7.371 2.385 -6.817
C -0.915 -3.149 -0.762 -3.801 -1.013 -0.926
C -2.759 0.280 -0.113 -0.135 -11.044 -5.924
C 2.145 0.353 0.490 -5.639 -17.428 3.366
H 4.401 1.722 -1.222 -0.559 -2.250 0.691
H 5.070 -0.764 -1.842 1.411 0.344 -1.604
H -1.001 -3.016 1.276 -2.207 6.563 6.606
H -1.306 -4.128 -1.455 1.071 3.310 1.630
H 1.854 -1.909 0.649 -0.075 -0.988 0.242
H 1.283 1.613 1.684 -1.717 -1.673 -0.504
H -2.911 -2.139 -1.344 3.180 0.098 2.885
H -5.699 1.398 -1.143 -1.365 -0.322 -0.244
H 4.410 3.475 0.021 0.282 -0.358 0.779
H 2.998 4.423 0.241 -2.126 2.121 2.085
H -4.353 -0.854 -1.213 0.070 0.758 0.099
H -2.632 3.470 0.978 -0.837 -2.729 -1.872
H -4.896 3.319 -0.402 0.087 1.398 0.304
H 0.823 -4.952 0.426 -1.303 1.954 1.042
H 3.566 -2.373 -0.869 1.755 -7.637 -1.467
H -1.415 -4.502 0.792 0.040 1.306 -0.298
H 3.347 3.713 -1.330 -0.393 -0.392 2.564
H -0.017 -2.705 -1.067 1.088 0.705 -1.199
H 1.179 -0.250 2.112 -0.986 3.427 -2.287
```
Positions in Å, forces in eV/Å.

Results
Highest occupied orbital energy   -11.7491 eV
Total charge   +1
Orbital gap   8.333 eV
E   -1028.02624 hartree
Molar mass   311.36 g/mol
ΔE to the lowest compared entry with this formula, charge and spin   13.228 eV

5.
A structure of composition C17H19N4O4PdSbSe4. Source: the OMol25 dataset; level of theory: wB97M-V/def2-TZVPD.

Geometry as XYZ:
```
50
Properties=species:S:1:pos:R:3:forces:R:3
Sb 1.469 1.285 -2.794 -0.122 -0.511 -0.992
Pd -0.071 0.310 -0.889 0.136 0.620 0.481
Se 3.369 2.742 -3.013 0.368 0.174 0.026
Se 1.485 1.843 -5.398 -0.159 -0.053 0.773
Se 1.507 -1.675 -1.349 -0.730 -0.665 1.348
Se 2.313 -1.232 -3.327 0.698 0.425 -1.113
O -0.110 3.129 -2.479 -0.085 0.217 -0.318
O -0.724 -0.238 1.172 -0.053 0.070 -0.699
O -0.592 5.213 -1.947 0.084 0.608 -1.631
O -0.650 0.625 3.226 -0.383 -0.342 -0.787
N -2.090 -5.970 -3.887 -0.092 -1.209 -0.366
N 3.352 -1.704 5.094 -1.235 -1.291 -1.045
N -0.537 2.398 0.265 0.359 -0.126 -1.286
N 1.183 -1.747 3.327 0.694 0.552 -0.151
C -1.445 -2.584 -4.139 -0.470 0.897 0.695
C -2.568 -2.970 -2.014 0.245 0.693 -0.897
C -0.550 3.679 -0.144 -0.368 0.716 -1.657
C 3.316 -2.774 4.050 0.768 0.850 0.541
C -1.833 0.621 -2.242 1.201 1.431 -0.264
C -1.943 -0.704 -2.653 -0.556 -1.268 -0.011
C -1.389 -1.227 -3.842 0.461 0.289 -1.324
C -1.317 4.440 1.976 0.893 2.873 -0.500
C -2.592 -1.611 -1.769 1.152 -0.149 0.902
C -1.247 3.176 2.366 -0.596 -2.028 1.834
C -0.844 2.157 1.512 -0.831 -0.217 -0.087
C -0.924 4.727 0.660 -0.443 0.545 0.841
C -2.120 -4.868 -3.605 0.286 1.934 0.954
C -2.034 -3.462 -3.224 -0.448 -0.177 0.001
C 2.540 -2.232 2.862 -0.180 0.357 0.608
C -0.373 3.977 -1.641 0.068 -1.089 1.864
C -0.809 0.734 2.002 1.425 -0.175 1.536
H -1.585 2.933 3.360 0.262 -0.363 0.177
H 0.686 -1.105 2.692 -0.103 -0.209 -0.092
H 2.343 -3.026 2.180 0.103 -0.349 -0.976
H 4.170 -1.152 5.160 0.987 0.351 -0.172
H -0.486 5.257 -2.940 -0.143 0.376 1.079
H -0.999 5.766 0.357 0.293 -0.311 -0.457
H 3.090 -1.381 2.441 -0.411 -0.284 -0.154
H 2.823 -3.644 4.461 -0.299 -0.201 0.186
H 0.567 -2.518 3.545 -0.265 -0.241 0.064
H 1.345 -1.212 4.183 0.104 0.100 0.394
H -1.522 1.442 -2.922 -0.347 -0.812 0.392
H -2.945 -3.623 -1.283 -0.550 -0.876 0.650
H 3.143 -2.093 5.990 0.074 -0.103 0.561
H -1.505 5.263 2.700 -0.276 -0.755 -0.776
H -2.871 -1.228 -0.771 -0.267 -0.327 -0.726
H 4.298 -3.165 3.691 -0.539 0.583 0.295
H -2.300 0.953 -1.328 -0.641 0.030 -0.016
H -0.916 -0.552 -4.596 -0.448 -0.485 0.783
H -1.111 -2.972 -5.074 0.379 -0.073 -0.489
```
Positions in Å, forces in eV/Å.

Results
Highest occupied orbital energy (alpha / beta)   -13.8100 / -13.9369 eV
Total charge   +2
<S²>   6.05
Orbital gap (alpha / beta)   5.710 / 5.700 eV
E   -11152.46834 hartree
Molar mass   887.38 g/mol
Spin multiplicity   5
ΔE to the lowest compared entry with this formula, charge and spin   0.576 eV